1.
25
Properties=species:S:1:pos:R:3 method="wB97M-V/def2-TZVPD" energy_ha=-763.73873 gap_ev=9.8937 spin_multiplicity=1 charge=0 e_lumo_ev=0.787 smiles="N=[P@H](N)O.C1=CCCCC1"
H 0.6989 -3.2510 -0.2141
N -1.9757 -1.7669 1.7784
H -0.3660 -2.8438 3.1555
C -0.4006 1.5390 -1.6989
O 0.2907 -2.5855 2.5040
H 2.5744 0.3397 -0.4430
C 1.1629 1.4947 0.6625
H -0.0343 2.5305 -1.9659
N -0.2614 -3.1012 0.0619
H -1.7200 0.7062 -0.1994
H -0.8798 -3.0323 -0.7312
C 0.7787 0.5770 -1.6287
H 1.2347 0.4580 -2.6143
H 2.3231 1.9698 -1.0550
H 0.4188 -0.4045 -1.3043
H -1.7852 2.4609 -0.3194
H -2.6182 -1.3797 1.1105
H 0.3534 -0.9271 1.0055
C 1.8102 1.0992 -0.6317
P -0.5191 -1.9724 1.2895
C -1.1069 1.6039 -0.3458
H -0.5615 1.9623 1.7514
H 1.8234 1.5973 1.5126
H -1.1036 1.2205 -2.4719
C -0.1368 1.7052 0.7917



2.
25
Properties=species:S:1:pos:R:3 method="wB97M-V/def2-TZVPD" energy_ha=-820.24112 gap_ev=10.0012 spin_multiplicity=1 charge=+1 e_lumo_ev=-2.981
H 2.5318 0.5876 -0.0943
H 0.6049 -1.4616 -2.6671
H 0.9886 -1.6471 0.2577
C 1.0379 -0.6381 -2.1504
H 1.2543 1.7902 0.3696
H 0.3860 -0.3500 3.6635
H -3.4279 -0.0620 0.6804
O -1.6476 1.5858 0.9315
C 0.5569 0.0607 -0.9222
H 1.0957 0.1800 -2.9283
N -2.7472 -0.5417 1.2665
H -1.2780 1.2608 -0.3770
H -2.9498 -1.4225 1.6044
S -1.5580 0.4992 1.8949
H -0.3532 1.8826 -1.5982
C -0.0024 -0.4610 1.5653
H -0.6904 -1.3851 -0.0822
H 1.9168 1.6902 -1.2470
H 2.0897 -0.9044 -2.0204
N -0.7570 0.9391 -1.2497
C 1.6645 1.0499 -0.3902
H -1.3274 0.4680 -1.9316
C 0.2138 -0.9241 0.1176
H 1.6528 -1.3973 2.6026
C 0.7453 -0.7990 2.7043



3.
26
Properties=species:S:1:pos:R:3 method="wB97M-V/def2-TZVPD" energy_ha=-1484.78742 gap_ev=8.0353 spin_multiplicity=1 charge=0 e_lumo_ev=-1.145
C -2.0415 0.5875 -1.1141
H 0.3865 0.8731 0.0251
N 2.7199 -0.2344 1.8284
H 3.1169 -1.0345 2.1659
H -2.2443 -1.2672 1.7792
H -0.1944 0.7911 -2.2876
H -1.6578 0.5075 1.7594
H -2.5815 0.7078 -2.0517
H 2.9705 2.5444 -0.3112
C -0.6385 0.0264 -1.6178
H -0.3661 -1.9185 0.1277
H -1.8240 1.5766 -0.5342
S 5.6507 -0.6192 -0.2347
H 2.6653 0.4836 2.6916
C 0.2927 -0.0486 -0.3920
C -1.6978 -0.4444 1.0725
H -3.0892 -1.3424 -0.4968
H -0.8199 -1.0122 -1.9002
N 2.9126 1.9662 0.4667
H 0.2982 -1.2602 1.5946
C -2.7657 -0.3022 -0.0894
C -0.2826 -0.9177 0.7341
P 3.2622 0.4702 0.3247
S 1.9332 -0.6267 -1.0153
H 4.9500 -1.7120 0.1472
H -3.6625 0.0909 0.3803



4.
24
Properties=species:S:1:pos:R:3 method="wB97M-V/def2-TZVPD" energy_ha=-401.73252 gap_ev="7.4563 / 7.4558" spin_multiplicity=1 charge=0 e_lumo_ev="0.855 / 0.855"
N -0.1940 0.6038 -1.7875
H 1.5594 1.9187 -0.2331
H -0.6307 1.4707 -1.5049
H 2.2255 -0.4249 -0.6868
H 0.1517 0.3686 -2.7058
C -0.8003 -0.3792 0.3833
C 1.6220 -0.1950 0.1948
N -2.4660 -1.2294 -0.4320
H -1.6118 1.4808 0.3569
C -3.1187 -0.5100 -1.2058
H -2.7500 0.4754 -1.6140
H 1.7066 -2.2087 0.9974
H 1.3649 -0.9574 2.2013
H 2.9942 -1.1425 1.5653
C 1.9327 -1.1835 1.2964
H -1.7972 0.6610 1.7848
H 2.8293 1.4448 0.8852
H -4.1498 -0.7482 -1.5091
H 1.1648 1.4946 1.4516
N -1.1944 0.8072 0.9879
H 0.0792 -1.3922 -1.2514
C -0.0667 -0.4005 -0.8391
C 1.7919 1.2461 0.5941
H -0.6424 -1.2001 1.0705



5.
24
Properties=species:S:1:pos:R:3 method="wB97M-V/def2-TZVPD" energy_ha=-401.71556 gap_ev=7.8303 spin_multiplicity=1 charge=0 e_lumo_ev=0.810
C 1.6397 0.4880 1.0253
C 0.3148 0.1885 0.8130
N -0.1904 0.8510 -0.9013
H -1.9137 1.8840 -0.3383
H 2.3881 0.2285 0.2838
H -0.2224 0.3182 2.8941
H -0.4216 2.8612 -0.3665
H 1.6274 -2.2351 0.9370
H -1.0990 -1.5991 0.2784
H -1.2447 2.3998 -1.8916
N -0.1324 -1.2977 0.3245
C 0.8053 -2.3889 0.2237
H 1.2178 -2.4539 -0.7928
H -0.8582 1.6271 1.9465
H 0.8792 -0.5762 -2.6852
H 0.7748 1.0482 -1.1568
C -0.6556 0.5552 1.9204
H -1.6154 0.0360 1.8649
H -1.8038 -0.3775 -1.5752
H 0.3317 -3.3512 0.4283
C -0.9893 2.0848 -0.8797
N -0.1127 -0.8189 -2.6631
C -0.7240 -0.2672 -1.6852
H 2.0047 0.7951 1.9961



6.
24
Properties=species:S:1:pos:R:3 method="wB97M-V/def2-TZVPD" energy_ha=-401.80850 gap_ev=8.5197 spin_multiplicity=1 charge=0 e_lumo_ev=0.630 smiles="[H]/N=C(/C)NC.CC(C)=N"
H -0.6796 0.7989 1.8712
H -3.2738 -0.4709 -2.6421
C -0.0718 -1.9511 0.1401
H 0.3341 2.8780 0.5687
H -2.7856 0.7809 -1.4869
N 1.2309 2.4173 0.4211
C 1.2387 1.1847 0.7245
C 2.5280 0.4330 0.5423
H 0.6425 1.4292 2.8671
C -0.5454 -0.8517 -0.7449
H 0.6191 -0.2801 2.5907
H 2.8253 0.4909 -0.5063
H -0.5807 -2.8881 -0.0667
H 0.9979 -2.0889 0.0177
C 0.3723 0.6755 2.1278
N 0.0841 0.2661 -0.7265
H 3.2984 0.9157 1.1368
H -0.2156 -1.5892 1.1822
H -0.2987 1.0139 -1.2917
H -1.7563 0.4031 -2.8867
H -2.2456 -1.8917 -1.1684
H 2.4357 -0.5972 0.8480
N -1.7328 -1.0525 -1.3846
C -2.4214 -0.0259 -2.1335



Which value of charge does entry 2 give?
+1



The highest charge belongs to which entry?
C6H15N2OS



What is the charge in the fifth record?
0